Record 1
{
  "formula": "C5H10N2O4P",
  "method": "wB97M-V/def2-TZVPD",
  "symbols": ["C", "O", "P", "O", "O", "C", "C", "N", "N", "C", "C", "O", "H", "H", "H", "H", "H", "H", "H", "H", "H", "H"],
  "coordinates": [[-1.617248, 1.275455, 2.275043], [-1.487366, 0.132703, 1.496042], [-0.914422, 0.093202, 0.026014], [-0.991790, 1.316141, -0.751417], [-1.433194, -1.204651, -0.685224], [-2.358761, -1.312407, -1.693761], [0.947619, -0.326378, 0.242553], [1.123383, -1.277850, 1.010514], [1.126765, -2.119318, 1.713660], [1.903274, 0.295416, -0.531751], [3.300849, -0.063631, -0.625792], [1.620254, 1.315144, -1.258444], [-0.928771, 1.313678, 3.097152], [-2.636156, 1.283317, 2.818716], [-1.533690, 2.218058, 1.570647], [-3.207271, -0.574034, -1.550057], [-2.734790, -2.254744, -1.642170], [-1.871698, -1.156107, -2.600143], [3.799283, 0.348664, -1.487290], [3.825909, 0.237011, 0.331362], [3.425683, -1.180013, -0.669597], [0.642146, 1.640351, -1.086057]],
  "atomic_forces_ev_per_a": [[-2.169, 3.613, 0.169], [0.327, -2.193, -1.649], [0.810, -1.362, 0.703], [0.269, 1.419, -0.607], [2.365, 0.675, 3.348], [-2.438, 3.036, -0.216], [-3.632, 4.615, -3.431], [1.226, -3.452, 2.501], [0.241, -1.466, 1.257], [0.405, 0.949, -0.720], [1.700, -2.162, 1.539], [-1.955, 0.859, 0.425], [0.865, -0.121, 0.005], [1.373, -0.132, -1.346], [-0.191, -1.689, 1.723], [0.966, -0.809, -0.341], [-1.164, -2.716, 0.030], [0.570, 0.356, -1.736], [-0.044, 0.412, -0.116], [-0.449, -0.111, -1.031], [-0.133, 0.897, 0.074], [1.055, -0.619, -0.582]],
  "lowdin_charge": [-0.106, -0.214, 0.573, -0.199, -0.190, -0.073, -0.186, -0.021, 0.395, -0.322, 0.031, 0.164, 0.078, 0.129, 0.131, 0.136, 0.070, 0.086, 0.107, 0.145, 0.125, 0.142],
  "smiles": "COP(=O)(OC)/C([N+]#N)=C(/C)O",
  "de_lowest_kcal_mol": 0.00,
  "homo_ev": -14.70,
  "total_charge": 1
}

Record 2
{
  "formula": "C5H10N2O8",
  "method": "wB97M-V/def2-TZVPD",
  "symbols": ["N", "O", "O", "O", "C", "C", "C", "C", "C", "O", "N", "O", "O", "O", "O", "H", "H", "H", "H", "H", "H", "H", "H", "H", "H"],
  "coordinates": [[-0.511183, -0.458474, 0.790457], [-0.852693, -1.590984, 1.227426], [-1.357021, 0.462610, 0.666715], [0.695863, -0.259589, 0.491716], [-1.485660, 3.048495, 7.449628], [-0.894692, 2.087667, 6.425435], [0.538925, 2.476757, 6.116196], [-1.778998, 2.018520, 5.160104], [-3.154816, 1.386782, 5.403784], [-4.031572, 1.448139, 4.322083], [-4.405525, 2.923031, 4.274570], [-5.006851, 3.255003, 3.270562], [-4.077870, 3.583258, 5.257039], [-1.169426, 1.153159, 4.137648], [-0.426841, 1.831144, 3.283639], [-1.524027, 4.049452, 6.995069], [-2.485381, 2.749207, 7.773867], [-0.858233, 3.096761, 8.346305], [-0.917696, 1.067271, 6.839561], [0.551241, 3.497755, 5.705363], [1.123439, 2.464215, 7.042273], [0.990083, 1.767232, 5.417977], [-1.922119, 3.055911, 4.818384], [-2.979985, 0.304531, 5.516424], [-3.631902, 1.750209, 6.318775]],
  "atomic_forces_ev_per_a": [[-0.272, 0.289, 0.184], [0.712, 2.306, -0.914], [1.915, -2.141, 0.197], [-2.376, -0.412, 0.553], [-0.127, 0.185, -0.109], [-0.461, -0.970, -0.002], [-0.009, 0.007, -0.100], [-0.302, 0.475, 0.352], [1.302, -1.806, 1.198], [-0.541, 3.095, -0.327], [-0.915, 0.487, -0.554], [1.401, -0.929, 2.218], [-1.004, -0.942, -2.236], [0.135, 0.958, 0.000], [-0.329, -0.309, 0.379], [-0.136, -0.133, 0.301], [0.067, 0.187, -0.063], [-0.029, -0.007, -0.224], [0.189, 0.135, 0.084], [0.208, -0.325, -0.016], [-0.065, 0.049, -0.159], [0.067, 0.301, 0.007], [0.459, -0.554, -0.590], [-0.152, 0.202, 0.038], [0.262, -0.147, -0.216]],
  "lowdin_charge": [-0.527, 0.172, 0.166, 0.180, -0.061, -0.384, -0.063, -0.251, -0.187, 0.042, -0.307, 0.142, 0.080, -0.098, 0.003, 0.095, 0.074, 0.086, 0.147, 0.097, 0.086, 0.077, 0.150, 0.156, 0.124],
  "de_lowest_kcal_mol": 145.95,
  "homo_ev": [-10.66, -10.43]
}

Record 3
{
  "formula": "C5H10N2S",
  "method": "wB97M-V/def2-TZVPD",
  "symbols": ["C", "C", "C", "C", "C", "S", "N", "N", "H", "H", "H", "H", "H", "H", "H", "H", "H", "H"],
  "coordinates": [[-2.298023, -0.342724, -0.764506], [-0.811723, -0.083597, -0.802645], [0.152385, -0.493424, 0.033840], [-0.017681, -1.425242, 1.193118], [1.582186, -0.142572, -0.264175], [2.703724, -1.311399, -0.609222], [1.885722, 1.163028, -0.300933], [1.214943, 2.265385, 0.287068], [-2.614716, -0.824715, 0.167526], [-2.583358, -0.983677, -1.626075], [-2.820211, 0.610297, -0.859174], [-0.451576, 0.527577, -1.656455], [0.278455, -0.808096, 2.127130], [-1.059727, -1.781395, 1.302018], [0.578002, -2.332153, 1.074811], [2.862006, 1.354386, -0.396728], [1.045116, 2.123802, 1.287951], [0.354473, 2.484516, -0.193547]],
  "atomic_forces_ev_per_a": [[0.460, -0.411, -0.155], [0.635, 0.498, -0.280], [-0.274, -0.424, -0.572], [-0.536, 0.861, 1.367], [-0.668, -0.450, -0.104], [-0.170, 0.344, 0.118], [0.054, 0.761, 0.457], [0.098, -0.335, 0.304], [0.047, 0.080, -0.283], [0.041, 0.368, 0.510], [-0.113, -0.073, -0.036], [-0.395, -0.304, 0.487], [-0.373, -1.448, -1.124], [0.451, 0.463, 0.032], [0.329, 0.362, 0.169], [0.457, 0.066, -0.314], [-0.024, -0.121, -0.578], [-0.020, -0.238, 0.002]],
  "lowdin_charge": [-0.084, -0.125, -0.357, -0.071, -0.812, 0.644, -0.089, 0.040, 0.064, 0.088, 0.070, 0.119, 0.115, 0.070, 0.060, 0.105, 0.092, 0.071],
  "smiles": "C/C=C(\\C)C(=S)NN",
  "de_lowest_kcal_mol": 39.85,
  "homo_ev": -8.29
}

Record 4
{
  "formula": "C5H10N2S",
  "method": "wB97M-V/def2-TZVPD",
  "symbols": ["C", "C", "C", "S", "C", "N", "H", "H", "H", "H", "H", "H", "H", "H", "H", "C", "N", "H"],
  "coordinates": [[0.281895, 1.616417, -0.254163], [-0.142964, 0.078576, -0.212688], [-1.625293, -0.175230, -0.438872], [0.965364, -0.966881, -1.275203], [0.522758, -0.985018, 0.554213], [-0.332179, -1.830809, 1.113478], [-0.094053, 2.130862, 0.632360], [0.112964, 2.217750, -1.204642], [1.393555, 1.567037, -0.284430], [-2.168206, 0.505382, -0.972543], [-2.095964, -0.109199, 0.530198], [-1.715382, -1.136203, -1.041932], [1.476556, -0.726322, 1.135685], [-0.024872, -2.568573, 1.662335], [-1.264417, -1.963814, 0.768032], [4.101157, -0.125553, -0.362247], [3.693645, 0.538100, 0.448714], [4.757050, -0.830452, -0.866587]],
  "atomic_forces_ev_per_a": [[1.386, -1.310, -0.443], [0.149, 2.356, -2.293], [1.341, -2.340, 0.218], [-0.251, -0.343, -0.415], [2.440, 3.051, 0.004], [-1.869, -1.525, 1.289], [0.119, 0.156, -0.158], [-0.716, -1.216, 1.043], [-0.624, 0.324, 0.738], [-0.673, 2.300, -1.821], [-0.456, -0.783, 0.485], [-0.352, 0.890, 1.335], [-1.640, -0.376, -0.758], [0.845, -1.379, 0.844], [0.205, 0.142, -0.183], [2.282, -2.375, -1.585], [-1.371, 1.943, 1.908], [-0.814, 0.486, -0.207]],
  "lowdin_charge": [-0.075, -0.712, -0.108, 0.747, -0.618, 0.045, 0.068, 0.094, 0.032, 0.042, 0.085, 0.098, 0.125, 0.074, 0.076, -0.113, 0.067, 0.072],
  "smiles": "CC1(C)S[C@@H]1N.C#N",
  "de_lowest_kcal_mol": 60.68,
  "homo_ev": -8.23
}

Record 5
{
  "formula": "C5H10N2S",
  "method": "wB97M-V/def2-TZVPD",
  "symbols": ["S", "C", "C", "C", "N", "C", "C", "N", "H", "H", "H", "H", "H", "H", "H", "H", "H", "H"],
  "coordinates": [[-2.479232, -1.233916, -0.325648], [-2.102164, 0.583652, -0.360345], [-1.138436, 1.141007, 0.749061], [0.192414, 0.393452, 0.543975], [0.558914, -0.777092, 1.153104], [1.721576, -1.217135, 0.369194], [1.844870, -0.368072, -0.970950], [0.682417, 0.686489, -0.774853], [-1.822271, -1.701556, 1.108737], [-1.784636, 0.670052, -1.326038], [-2.976198, 1.070181, -0.174147], [-1.087986, 2.190261, 0.682167], [-1.470302, 0.979245, 1.794370], [1.572856, -2.321212, 0.220498], [2.785864, -1.200229, 0.790403], [1.762176, -0.980916, -1.883419], [2.812390, 0.217058, -0.907626], [0.927745, 1.868724, -0.688482]],
  "atomic_forces_ev_per_a": [[1.517, -0.827, 3.385], [1.014, -1.915, 3.507], [0.719, -2.864, 0.563], [-0.686, -3.273, -0.015], [0.052, 5.323, -1.968], [1.246, -1.504, -1.068], [-0.111, 1.803, 1.672], [2.209, 2.168, 1.784], [-1.430, 1.355, -3.349], [1.179, 0.923, -2.302], [-2.699, 1.291, 0.091], [0.476, 1.395, -0.560], [-0.274, -0.379, -0.729], [0.035, 0.956, -0.453], [-1.713, 0.327, 0.558], [-0.232, 0.714, 0.297], [-1.017, -0.917, -0.553], [-0.286, -4.577, -0.861]],
  "lowdin_charge": [0.572, -0.536, -0.171, -0.393, 0.049, -0.250, -0.126, -0.010, 0.013, 0.009, 0.016, 0.081, 0.117, 0.104, 0.109, 0.096, 0.103, 0.217],
  "smiles": "SCCC1=NCCN1",
  "de_lowest_kcal_mol": 80.40,
  "homo_ev": -8.59
}

Record 6
{
  "formula": "C5H10N2S",
  "method": "wB97M-V/def2-TZVPD",
  "symbols": ["C", "C", "C", "C", "C", "N", "N", "S", "H", "H", "H", "H", "H", "H", "H", "H", "H", "H"],
  "coordinates": [[1.993691, 0.523505, -0.022620], [-1.629563, -0.437547, -0.711726], [-0.280332, -0.398622, 1.539976], [0.692729, 0.460243, -0.612097], [-0.294936, -0.524916, 0.051260], [3.112084, 0.397854, 0.198647], [0.106403, 1.731318, -0.460624], [0.494526, -2.145233, -0.271626], [-2.201962, -1.489741, -0.681603], [-1.583203, -0.189547, -1.708564], [-2.144553, 0.340289, -0.079805], [-0.321375, 0.679670, 1.991058], [0.579187, -0.816283, 1.911573], [-1.072134, -0.903578, 1.874253], [0.870331, 0.201166, -1.929964], [-0.738088, 1.946311, -0.913645], [0.761644, 2.465855, -0.636217], [1.655544, -1.840745, 0.461732]],
  "atomic_forces_ev_per_a": [[1.306, -0.976, -0.473], [-1.489, -2.173, 4.215], [0.284, 4.898, -0.455], [-1.712, 0.125, -3.811], [2.202, -1.032, -2.140], [0.185, 0.334, 0.541], [0.820, 1.870, 1.007], [0.851, -0.616, 0.420], [1.094, 2.443, 0.301], [0.486, 0.806, -2.198], [-0.337, -0.831, -1.113], [-0.151, -1.660, -1.236], [2.000, -0.991, 1.008], [-3.139, -2.086, 1.727], [-0.348, 0.154, 3.923], [-1.053, -0.242, -0.774], [0.181, 0.491, -0.059], [-1.179, -0.513, -0.883]],
  "lowdin_charge": [-0.250, -0.089, -0.122, -0.478, -0.846, 0.192, 0.046, 0.776, 0.129, 0.038, 0.101, 0.138, 0.027, 0.038, 0.222, 0.068, 0.088, -0.078],
  "de_lowest_kcal_mol": 58.76,
  "homo_ev": -9.16
}